# C3H4MgO3

A structure of composition C3H4MgO3 in a non-equilibrium geometry (wB97M-V/def2-TZVPD, the OMol25 dataset).

The geometry in ORCA input format:
```
! RIJCOSX wB97M-V def2-TZVPD def2/J DEFGRID3
* xyz 0 1
O 1.775 -0.853 0.537
C 1.490 0.454 0.182
C 0.092 0.593 -0.408
O -0.231 -0.425 -1.255
Mg 0.224 -1.928 0.205
H 2.194 0.848 -0.582
H 1.536 1.164 1.035
H -0.204 1.600 -0.743
C -1.232 -0.387 0.393
O -2.527 -0.222 0.093
H -3.118 -0.845 0.542
*
```

Properties
ΔE to the lowest compared entry with this formula, charge and spin: 81.04 kcal/mol
Energy: -14759.41813 eV

Need the Löwdin charges? In units of e they are: atom 1 (O): -0.37, atom 2 (C): -0.37, atom 3 (C): -0.35, atom 4 (O): -0.26, atom 5 (Mg): 1.03, atom 6 (H): 0.12, atom 7 (H): 0.11, atom 8 (H): 0.13, atom 9 (C): -0.12, atom 10 (O): -0.04, atom 11 (H): 0.10

***

# C3H4N2

The molecule C3H4N2 in a non-equilibrium geometry (wB97M-V/def2-TZVPD, the OMol25 dataset).

The geometry in ORCA input format:
```
! RIJCOSX wB97M-V def2-TZVPD def2/J DEFGRID3
* xyz 0 1
N -0.103 0.811 -2.594
C -0.258 0.200 -1.616
C -0.606 -0.520 -0.440
C 0.453 -0.756 0.539
N -0.258 0.492 0.859
H -1.248 0.472 1.039
H 0.344 -1.535 1.292
H 1.492 -0.536 0.290
H 0.185 1.373 0.630
*
```

Properties
ΔE to the lowest compared entry with this formula, charge and spin: 85.45 kcal/mol
Energy: -6152.19557 eV

Need the Löwdin charges? In units of e they are: atom 1 (N): 0.11, atom 2 (C): -0.31, atom 3 (C): -0.15, atom 4 (C): -0.19, atom 5 (N): 0.05, atom 6 (H): 0.12, atom 7 (H): 0.11, atom 8 (H): 0.12, atom 9 (H): 0.14

***

# C3H4N2

The molecule C3H4N2 in a non-equilibrium geometry (wB97M-V/def2-TZVPD, the OMol25 dataset).

The geometry in ORCA input format:
```
! RIJCOSX wB97M-V def2-TZVPD def2/J DEFGRID3
* xyz 0 1
N 1.317 0.349 -0.865
C -1.716 -0.862 -0.171
C -0.706 -0.346 0.458
N 0.187 0.182 1.117
C 1.178 0.772 0.325
H 2.120 0.766 -1.323
H -1.624 -1.700 -0.852
H -2.593 -0.639 0.412
H 1.831 1.458 0.858
*
```

Properties
SMILES: [H]/N=C/N=C=C
ΔE to the lowest compared entry with this formula, charge and spin: 55.07 kcal/mol
Energy: -6153.51256 eV

Need the Löwdin charges? In units of e they are: atom 1 (N): 0.10, atom 2 (C): 0.02, atom 3 (C): -0.20, atom 4 (N): 0.10, atom 5 (C): -0.30, atom 6 (H): 0.04, atom 7 (H): 0.07, atom 8 (H): 0.06, atom 9 (H): 0.11

***

# C3H4N2

The molecule C3H4N2 in a non-equilibrium geometry (wB97M-V/def2-TZVPD, the OMol25 dataset).

The geometry in ORCA input format:
```
! RIJCOSX wB97M-V def2-TZVPD def2/J DEFGRID3
* xyz 0 1
C -0.491 0.217 -1.155
C -0.168 0.994 0.040
N 0.367 0.113 0.989
C 0.526 -1.036 0.367
N -0.032 -1.061 -0.904
H -0.830 0.598 -2.181
H -0.525 1.935 0.116
H 0.579 0.309 1.983
H 0.574 -2.068 0.744
*
```

Properties
SMILES: c1c[nH]cn1
ΔE to the lowest compared entry with this formula, charge and spin: 27.21 kcal/mol
Energy: -6154.72072 eV

Need the Löwdin charges? In units of e they are: atom 1 (C): -0.14, atom 2 (C): -0.10, atom 3 (N): 0.03, atom 4 (C): -0.24, atom 5 (N): 0.00, atom 6 (H): 0.11, atom 7 (H): 0.05, atom 8 (H): 0.17, atom 9 (H): 0.12

***

# C3H4N2

A cluster of 2 separate species, C3H4N2 in total in a non-equilibrium geometry (wB97M-V/def2-TZVPD, the OMol25 dataset).

The geometry in ORCA input format:
```
! RIJCOSX wB97M-V def2-TZVPD def2/J DEFGRID3
* xyz 0 1
C 0.284 1.340 1.507
C 0.107 0.536 0.650
C 0.033 -0.518 -0.373
N 2.396 -0.410 2.311
N 2.435 -1.441 1.977
H 0.287 2.022 2.234
H -0.006 0.013 -1.401
H -0.827 -1.152 -0.105
H 0.977 -1.075 -0.096
*
```

Properties
SMILES: C#CC.N#N
ΔE to the lowest compared entry with this formula, charge and spin: 32.65 kcal/mol
Energy: -6154.48498 eV

Need the Löwdin charges? In units of e they are: atom 1 (C): 0.06, atom 2 (C): -0.26, atom 3 (C): -0.11, atom 4 (N): 0.04, atom 5 (N): 0.04, atom 6 (H): -0.01, atom 7 (H): 0.11, atom 8 (H): 0.08, atom 9 (H): 0.06

***

# C3H4N2O

The molecule C3H4N2O in a non-equilibrium geometry (wB97M-V/def2-TZVPD, the OMol25 dataset).

The geometry in ORCA input format:
```
! RIJCOSX wB97M-V def2-TZVPD def2/J DEFGRID3
* xyz 0 1
O 2.025 -0.021 -0.006
C 0.694 0.057 -0.258
C -0.218 -0.901 0.075
N -1.414 -0.254 0.207
N -1.318 1.051 -0.099
C -0.065 1.241 -0.478
H 2.208 -0.902 0.344
H -0.092 -1.966 0.212
H -2.054 -0.511 0.944
H 0.227 2.194 -0.906
*
```

Properties
SMILES: Oc1cn[nH]c1
ΔE to the lowest compared entry with this formula, charge and spin: 42.98 kcal/mol
Energy: -8202.02147 eV

Need the Löwdin charges? In units of e they are: atom 1 (O): 0.05, atom 2 (C): -0.33, atom 3 (C): -0.07, atom 4 (N): -0.06, atom 5 (N): 0.02, atom 6 (C): -0.09, atom 7 (H): 0.11, atom 8 (H): 0.12, atom 9 (H): 0.15, atom 10 (H): 0.11

***

# C3H4N2O

The molecule C3H4N2O in a non-equilibrium geometry (wB97M-V/def2-TZVPD, the OMol25 dataset).

The geometry in ORCA input format:
```
! RIJCOSX wB97M-V def2-TZVPD def2/J DEFGRID3
* xyz 0 1
N 1.798 -0.077 -0.326
C 0.620 -0.475 0.259
C -0.621 0.180 -0.259
C -1.860 0.454 0.407
N -1.862 -0.784 0.409
O 0.573 -1.415 1.022
H 2.612 -0.521 0.075
H 1.923 0.865 -0.661
H -0.553 0.568 -1.287
H -2.630 1.204 0.361
*
```

Properties
SMILES: NC(=O)[C@@H]1C=N1
ΔE to the lowest compared entry with this formula, charge and spin: 70.83 kcal/mol
Energy: -8200.81386 eV

Need the Löwdin charges? In units of e they are: atom 1 (N): 0.14, atom 2 (C): -0.56, atom 3 (C): -0.11, atom 4 (C): -0.18, atom 5 (N): 0.22, atom 6 (O): 0.05, atom 7 (H): 0.11, atom 8 (H): 0.10, atom 9 (H): 0.12, atom 10 (H): 0.11

***

# C3H4N2O

The molecule C3H4N2O in a non-equilibrium geometry (wB97M-V/def2-TZVPD, the OMol25 dataset).

The geometry in ORCA input format:
```
! RIJCOSX wB97M-V def2-TZVPD def2/J DEFGRID3
* xyz 0 1
C 2.223 -0.260 0.014
C -0.978 0.730 0.159
C -1.883 -0.489 0.166
H 2.640 0.799 -0.142
H 2.842 -1.263 -0.054
H -1.473 1.745 0.050
H -1.541 -1.541 0.085
N 0.922 -0.375 -0.044
N 0.273 0.829 -0.076
O -3.025 -0.173 -0.159
*
```

Properties
SMILES: C=N/N=C\C=O
ΔE to the lowest compared entry with this formula, charge and spin: 82.52 kcal/mol
Energy: -8200.30705 eV

Need the Löwdin charges? In units of e they are: atom 1 (C): -0.02, atom 2 (C): -0.11, atom 3 (C): -0.19, atom 4 (H): 0.09, atom 5 (H): 0.10, atom 6 (H): 0.13, atom 7 (H): 0.12, atom 8 (N): -0.11, atom 9 (N): -0.03, atom 10 (O): 0.03

***

# C3H4N2O

The molecule C3H4N2O in a non-equilibrium geometry (wB97M-V/def2-TZVPD, the OMol25 dataset).

The geometry in ORCA input format:
```
! RIJCOSX wB97M-V def2-TZVPD def2/J DEFGRID3
* xyz 0 1
O 2.088 0.014 -0.609
C 0.767 -0.017 -0.352
N 0.073 -1.192 -0.038
N -1.278 -0.809 0.222
C -1.343 0.471 0.005
C -0.080 1.050 -0.272
H 2.462 -0.867 -0.482
H -0.506 -1.709 -0.742
H -2.308 0.953 0.067
H 0.141 2.101 -0.378
*
```

Properties
SMILES: Oc1ccn[nH]1
ΔE to the lowest compared entry with this formula, charge and spin: 56.84 kcal/mol
Energy: -8201.42052 eV

Need the Löwdin charges? In units of e they are: atom 1 (O): 0.09, atom 2 (C): -0.38, atom 3 (N): 0.03, atom 4 (N): -0.02, atom 5 (C): -0.18, atom 6 (C): -0.01, atom 7 (H): 0.12, atom 8 (H): 0.15, atom 9 (H): 0.10, atom 10 (H): 0.11

***

# C3H4N2O

The molecule C3H4N2O (wB97M-V/def2-TZVPD, the OMol25 dataset).

The geometry in ORCA input format:
```
! RIJCOSX wB97M-V def2-TZVPD def2/J DEFGRID3
* xyz 0 1
O -1.896 0.551 0.042
C -0.582 0.231 0.329
C 0.560 1.141 0.075
C 1.526 0.191 -0.312
N 1.063 -1.073 -0.492
N -0.196 -1.063 -0.231
H -1.915 1.511 -0.097
H -0.417 0.092 1.427
H 2.579 0.348 -0.518
H -0.720 -1.928 -0.224
*
```

Properties
ΔE to the lowest compared entry with this formula, charge and spin: 104.60 kcal/mol
Energy: -8199.34937 eV

Need the Löwdin charges? In units of e they are: atom 1 (O): 0.00, atom 2 (C): -0.48, atom 3 (C): 0.05, atom 4 (C): -0.20, atom 5 (N): 0.08, atom 6 (N): 0.03, atom 7 (H): 0.10, atom 8 (H): 0.18, atom 9 (H): 0.08, atom 10 (H): 0.16

***

# C3H4N2O

The molecule C3H4N2O in a non-equilibrium geometry (wB97M-V/def2-TZVPD, the OMol25 dataset).

The geometry in ORCA input format:
```
! RIJCOSX wB97M-V def2-TZVPD def2/J DEFGRID3
* xyz 0 1
C 0.171 -1.284 0.034
C -0.969 -0.089 -0.046
C 1.197 0.672 -0.046
N 1.311 -0.752 -0.059
N -2.206 -0.249 -0.035
O -0.199 1.017 -0.007
H -0.117 -2.342 0.158
H 1.775 1.132 0.767
H 1.763 1.288 -0.753
H -2.727 0.608 -0.014
*
```

Properties
SMILES: [H]/N=C1/C=NCO1
ΔE to the lowest compared entry with this formula, charge and spin: 43.52 kcal/mol
Energy: -8201.99808 eV

Need the Löwdin charges? In units of e they are: atom 1 (C): -0.01, atom 2 (C): -0.40, atom 3 (C): -0.22, atom 4 (N): 0.06, atom 5 (N): 0.15, atom 6 (O): 0.00, atom 7 (H): 0.12, atom 8 (H): 0.13, atom 9 (H): 0.13, atom 10 (H): 0.05

***

# C3H4N2O

The molecule C3H4N2O in a non-equilibrium geometry (wB97M-V/def2-TZVPD, the OMol25 dataset).

The geometry in ORCA input format:
```
! RIJCOSX wB97M-V def2-TZVPD def2/J DEFGRID3
* xyz 0 1
O -0.099 1.715 1.161
C 0.269 0.788 0.180
C 0.588 -0.511 0.364
C -0.462 -1.363 -0.197
N -1.065 -0.752 -1.165
N -0.478 0.537 -1.148
H 0.613 2.066 1.727
H 1.458 -0.859 0.851
H -0.827 -2.282 0.284
H 0.003 0.660 -2.056
*
```

Properties
SMILES: Oc1ccn[nH]1
ΔE to the lowest compared entry with this formula, charge and spin: 118.24 kcal/mol
Energy: -8198.75828 eV

Need the Löwdin charges? In units of e they are: atom 1 (O): 0.05, atom 2 (C): -0.22, atom 3 (C): -0.07, atom 4 (C): -0.17, atom 5 (N): 0.01, atom 6 (N): -0.04, atom 7 (H): 0.12, atom 8 (H): 0.08, atom 9 (H): 0.11, atom 10 (H): 0.13